Record 1
Entry from the Open Molecules 2025 dataset: a single C5H8O molecule at a distorted geometry (ωB97M-V with the def2-TZVPD basis set).

```
! wB97M-V def2-TZVPD RIJCOSX def2/J DEFGRID3
* xyz 0 1
O 0.6148 0.0382 -1.7128
C 1.7773 -1.3093 -0.0578
C -2.4175 1.1836 0.7654
C -1.2544 1.1194 0.1175
C 0.6735 -0.3069 -0.3924
C -0.2261 0.1401 0.5000
H 0.0463 -0.0615 1.5384
H 1.4463 -0.1630 -2.1289
H 1.9640 -1.3164 1.0164
H 2.6795 -0.7301 -0.3151
H 1.6949 -2.2705 -0.5585
H -1.1894 1.6617 -0.8356
H -2.4230 0.8090 1.7866
H -3.3862 1.2057 0.2768
*
```

Structure (SMILES): C=C/C=C(/C)O
Orbital gap, eV: 8.720
M, g/mol: 84.1
Energy relative to the best compared isomer or geometry (same formula, charge and spin), eV: 2.1372
HOMO energy, eV: -7.91
Maximum force, eV/Å: 2.41

=====

Record 2
Entry from the Open Molecules 2025 dataset: a molecular structure, C53H56N2S at a distorted geometry (ωB97M-V with the def2-TZVPD basis set).

```
! wB97M-V def2-TZVPD RIJCOSX def2/J DEFGRID3
* xyz 0 1
S 0.9906 -3.5773 0.5862
N 0.4840 -2.1111 0.0535
N 2.6056 -3.5085 0.4425
C 7.6573 -1.2953 -0.3143
C -6.5036 -7.4467 1.4456
C 0.1012 2.5019 -5.5363
C 1.8674 -0.1953 -0.8273
C 2.3915 2.0118 -6.0838
C 4.0023 3.2814 6.5502
C -2.7291 5.5845 2.7829
C -3.6796 4.2099 5.0011
C -5.4601 -3.3284 -2.7824
C -9.0055 -6.7494 2.4295
C 2.8383 -2.2781 -0.0639
C -3.9804 5.8871 3.3039
C -4.4549 5.2014 4.4141
C 2.1235 2.2576 -7.4244
C 7.3704 -0.4576 0.9537
C -7.2274 -6.4269 0.8414
C 4.8413 3.9287 7.4474
C -7.5804 -4.3283 -3.3216
C -8.0240 -4.0864 -2.0283
C -2.0957 -0.7317 -4.8323
C 5.6790 3.4830 4.8373
C 1.6366 -1.5071 -0.2825
C 3.0975 0.2807 -1.1478
C 1.6746 4.8908 1.4763
C -7.1857 -3.4648 -1.1118
C 0.4918 2.3863 1.2556
C 6.1016 4.3470 7.0412
C 2.3580 3.7584 1.9036
C -0.5440 -1.3359 -3.0970
C -6.3003 -3.9452 -3.7002
C -3.1072 -0.6141 -3.8882
C 1.3813 2.1386 -5.1398
C 7.6692 -2.8306 0.0467
C -7.0303 -8.1165 2.5421
C 6.5201 4.1257 5.7360
C -0.8146 -1.0946 -4.4369
C -8.2793 -7.7653 3.0368
C 0.8442 2.6242 -7.8202
C -2.4322 3.9016 4.4743
C 4.1612 -1.8097 -0.3891
C -1.9557 4.5896 3.3658
C -0.1948 3.5167 0.8375
C -8.4800 -6.0822 1.3308
C 1.7679 2.5072 1.7921
C -5.9026 -3.0899 -1.4880
C -2.8344 -0.8506 -2.5455
C 5.6247 0.0599 -1.3639
C -0.1684 2.7423 -6.8768
C -1.5519 -1.2090 -2.1493
C 4.4222 3.0569 5.2462
C 6.7469 -0.9963 -1.5544
C 0.3980 4.7706 0.9458
C 4.2834 -0.5615 -0.9221
H 7.3957 -0.6547 -2.3831
H 0.6356 2.8173 -8.8655
H -8.6877 -8.2842 3.8952
H 8.6979 -1.0686 -0.6150
H 2.9125 2.1633 -8.1604
H 3.3886 1.7221 -5.7751
H -5.5284 -7.7191 1.0611
H -6.4662 -8.9128 3.0122
H 5.0241 -2.4541 -0.2170
H 7.4072 0.6129 0.6714
H 1.0121 0.4618 -1.0297
H -8.2334 -4.8154 -4.0355
H 3.3525 3.8521 2.3233
H 3.1906 1.2783 -1.5870
H -0.6872 2.5967 -4.7996
H 3.0207 2.9518 6.8676
H -2.3056 -0.5412 -5.8780
H 2.3017 1.6238 2.1227
H 7.2489 -2.9816 1.0565
H 7.0257 -3.4141 -0.6401
H -2.3563 6.1245 1.9204
H 6.0039 3.3133 3.8177
H -1.8296 3.1242 4.9284
H -4.5862 6.6588 2.8447
H -0.9837 4.3517 2.9564
H -5.4294 5.4397 4.8224
H 5.8987 0.9316 -0.7518
H -9.9814 -6.4777 2.8129
H -5.2465 -2.6104 -0.7713
H -9.0237 -4.3828 -1.7341
H -0.0259 -1.1885 -5.1737
H 7.5022 4.4540 5.4187
H -0.1368 5.6533 0.6164
H -4.1079 -0.3369 -4.1975
H -4.0485 3.6766 5.8687
H 3.7685 2.5495 4.5468
H -1.1677 3.0227 -7.1864
H -9.0480 -5.2912 0.8553
H 8.6774 -3.2657 -0.0385
H -1.3382 -1.3902 -1.1064
H -7.5320 -3.2739 -0.1031
H 6.3745 -0.6559 1.3819
H -1.1924 3.4229 0.4259
H 8.1786 -0.6130 1.6900
H 1.5912 1.9531 -4.0931
H 0.0330 1.4090 1.1650
H 2.1376 5.8663 1.5587
H -4.4605 -3.0338 -3.0760
H 6.2772 -1.9246 -1.9258
H 6.7582 4.8469 7.7426
H 4.5131 4.1063 8.4640
H -3.6225 -0.7549 -1.8079
H 0.4544 -1.6221 -2.7903
H -5.9566 -4.1281 -4.7109
H 5.4063 0.4641 -2.3752
H -6.8158 -5.9021 -0.0112
*
```

Orbital gap, eV: 8.497
M, g/mol: 753.1
HOMO energy, eV: -9.05
Maximum force, eV/Å: 2.02

=====

Record 3
Entry from the Open Molecules 2025 dataset: 11 unconnected molecules or ions with the total composition C44H66O22 at a distorted geometry (ωB97M-V with the def2-TZVPD basis set).

```
! wB97M-V def2-TZVPD RIJCOSX def2/J DEFGRID3
* xyz 0 1
O -34.1308 39.0985 -4.0586
O -27.8609 30.2121 2.9927
O -30.4672 36.4638 -4.4539
O -30.0702 35.0829 -0.0603
O -22.8760 38.7052 -1.9212
O -33.3179 32.5847 -4.3136
O -26.0154 31.8036 -5.3977
O -34.6988 36.9923 -4.5563
O -27.9638 32.0701 1.8085
O -31.3977 39.1648 -0.2066
O -24.7856 37.7001 -1.4202
O -34.0101 30.5101 -3.8791
O -30.6847 28.4802 -8.3112
O -29.3448 29.4100 -6.8103
O -28.3750 36.0418 0.9755
O -24.5339 32.9084 -6.6242
O -25.0211 34.4983 -2.5682
O -28.6726 35.6024 -3.4424
O -31.2382 34.7508 -7.5785
O -30.8877 32.6794 -8.2598
O -29.8887 38.3822 -1.6292
O -22.9138 35.0433 -3.0794
C -31.6374 29.7626 -6.4698
C -33.1780 33.4682 -7.8384
C -34.1348 37.9463 -3.7643
C -29.5550 35.8327 0.9485
C -28.4643 38.3257 -1.7911
C -24.0697 36.1019 0.1709
C -30.3655 34.0938 -3.9743
C -23.7771 31.4963 -4.7689
C -24.2204 35.0420 -3.2854
C -26.0646 31.0591 -4.1938
C -30.8845 30.6843 -5.5068
C -30.5507 29.1559 -7.3335
C -22.1813 35.8079 -4.0510
C -27.0769 31.3737 -0.2384
C -34.3045 35.9222 -2.4917
C -36.3077 30.6766 -4.4684
C -29.8956 35.5189 -4.0084
C -24.6766 31.1477 -3.5671
C -35.5440 31.8984 -4.9901
C -22.9191 37.0212 -0.1556
C -35.1606 29.6987 -4.1844
C -31.4928 34.9843 0.0547
C -27.9338 39.4097 -0.8752
C -33.6453 37.3018 -2.4571
C -23.1733 36.0510 -5.1748
C -24.7549 32.1866 -5.6965
C -34.1619 31.7410 -4.3962
C -32.3284 35.6582 -7.2409
C -24.5258 35.9815 -4.4738
C -28.9691 39.4111 0.2532
C -30.6710 36.4183 1.8213
C -34.5384 35.6972 -3.9752
C -27.0918 30.1602 0.6981
C -31.6735 33.5252 -7.9551
C -29.3149 33.3661 -3.1073
C -30.2342 39.0369 -0.4845
C -27.6771 30.7394 1.9372
C -31.9037 36.1295 0.9752
C -25.3072 36.8410 -0.3968
C -27.9690 32.4228 0.4239
C -28.2460 34.4349 -2.7873
C -23.4507 37.9156 -1.2352
C -33.5603 34.9285 -7.7656
C -29.4312 30.1814 -5.6176
H -28.0028 40.3852 -1.3656
H -34.4121 35.1255 -7.1049
H -24.3866 30.3078 -2.9426
H -29.1266 29.6013 -4.7473
H -32.0077 35.0507 -0.8984
H -32.3109 35.7424 -6.1567
H -28.9200 32.5130 -3.6598
H -30.2902 33.7950 -5.0228
H -31.0135 31.7334 -5.7550
H -36.8886 30.8924 -3.5740
H -24.0201 35.1956 -0.4325
H -32.1330 36.5671 -7.7995
H -35.3625 35.0180 -4.1725
H -28.1014 34.4840 -1.7087
H -35.3498 29.0473 -3.3355
H -23.0761 37.0356 -5.6271
H -30.5332 37.4945 1.8669
H -28.1177 37.3203 -1.5451
H -32.2003 29.0082 -5.9200
H -35.5233 31.9691 -6.0759
H -33.6171 35.2657 -4.3781
H -29.7759 32.9455 -2.2120
H -23.3667 30.6295 -5.2863
H -26.0684 36.1904 -0.8171
H -30.7571 35.8825 2.7635
H -22.0744 36.4377 -0.5165
H -31.6952 34.0290 0.5534
H -32.0941 36.9623 0.2912
H -26.2344 30.0057 -4.4506
H -33.6386 35.1742 -2.0657
H -35.2527 35.9861 -1.9557
H -26.8520 31.3080 -3.4845
H -28.7538 38.5742 0.9302
H -24.2351 35.9296 1.2311
H -34.8739 29.1277 -5.0695
H -24.6885 32.0420 -2.9389
H -22.9957 32.1673 -4.4224
H -22.5996 37.6562 0.6724
H -28.9719 32.4090 -0.0052
H -35.9445 32.8157 -4.5628
H -33.9212 35.4037 -8.6800
H -32.5538 37.2786 -2.4220
H -27.3050 34.0986 -3.2217
H -25.7494 37.4367 0.4085
H -36.9844 30.1963 -5.1737
H -26.9106 39.3316 -0.5131
H -32.7894 35.9430 1.5776
H -24.8768 36.9278 -4.0628
H -25.2992 35.5046 -5.0722
H -31.2254 30.5460 -4.4810
H -27.4375 31.0889 -1.2312
H -26.0795 31.7852 -0.3941
H -23.1407 35.2364 -5.8983
H -31.3900 34.0944 -3.6137
H -26.0977 29.7462 0.8456
H -27.7313 29.3367 0.3773
H -27.4643 33.3491 0.1534
H -33.6441 32.9212 -8.6536
H -21.8649 36.7223 -3.5414
H -32.3336 30.2590 -7.1457
H -28.9341 40.3065 0.8657
H -33.9460 37.8823 -1.5877
H -21.2763 35.2719 -4.3293
H -28.2279 38.5351 -2.8329
H -33.4078 32.9622 -6.8974
H -28.8008 31.0629 -5.7468
*
```

Structure (SMILES): O=C1CCCO1.O=C1CCCO1.O=C1CCCO1.O=C1CCCO1.O=C1CCCO1.O=C1CCCO1.O=C1CCCO1.O=C1CCCO1.O=C1CCCO1.O=C1CCCO1.O=C1CCCO1
Orbital gap, eV: 10.025
M, g/mol: 947.0
Energy relative to the best compared isomer or geometry (same formula, charge and spin), eV: 0.0000
HOMO energy, eV: -10.00
Maximum force, eV/Å: 2.31

=====

Record 4
Entry from the Open Molecules 2025 dataset: a molecular structure, C34H51N9O2S2SbY at a distorted geometry (ωB97M-V with the def2-TZVPD basis set).

```
! wB97M-V def2-TZVPD RIJCOSX def2/J DEFGRID3
* xyz 0 1
Sb -1.3203 -1.3463 -3.0590
Y -0.8789 0.8175 0.4826
S -4.1860 -2.5705 -0.4995
S 1.8486 1.4503 -0.5380
O -1.2385 2.1442 -1.1434
O -0.9494 0.9306 2.7424
N -0.3778 -3.3751 2.6174
N 1.0496 -3.6314 0.6469
N 0.1413 -1.4050 1.3667
N 1.8507 -2.5465 2.7020
N 4.1616 1.7649 0.7433
N 2.3055 1.9689 1.9863
N -0.4874 3.1965 2.8420
N -0.7543 3.1603 1.4277
N -2.8393 -0.4009 0.6016
C -1.0705 4.4529 -0.6237
C -1.0993 -3.4747 -3.4371
C -0.4712 0.6378 6.9363
C -0.0482 1.7580 7.6601
C -0.4466 1.9267 4.8706
C 0.0102 -0.6362 -4.7741
C -0.8900 -2.0964 2.1354
C -1.3533 6.0449 -2.4555
C 4.5192 1.4683 3.1214
C 2.8099 1.6918 0.7921
C -3.2494 0.6607 -4.3384
C 0.0378 3.0496 5.5943
C 3.0853 2.0451 3.2253
C 0.2729 2.9587 6.9683
C -0.8354 4.2930 0.8283
C -1.2346 5.7903 -1.1495
C -3.1897 -0.8505 -4.1266
C -1.4515 5.0054 -3.3516
C 0.2664 -1.6628 -5.8165
C 1.3546 -1.2877 2.2284
C -3.4860 -1.2939 0.2338
C 0.2794 -3.9674 -2.8564
C -2.2035 -4.3549 -2.9462
C 0.0071 -4.1811 1.4533
C -0.6568 2.0308 3.4321
C 5.0724 2.1047 1.8390
C -3.3504 -1.6203 -5.4429
C 0.5380 -2.2826 0.2017
C 2.2090 -3.3789 1.5637
C -1.2738 3.4094 -1.5188
C 1.2812 0.0395 -4.2951
C -0.6742 0.7150 5.5803
C -1.4108 3.7140 -2.8888
C 0.7446 -3.1932 3.4784
H 5.1934 3.2130 1.8637
H -1.7394 -2.3808 1.4863
H -4.2034 0.9471 -4.7394
H 4.5631 1.6870 -0.1954
H -1.0827 -0.1366 5.0117
H 0.1152 3.8952 4.9990
H -0.8362 -4.2096 0.8064
H 0.2086 -4.0015 -1.7420
H 1.0656 -0.7267 3.1571
H 1.3171 -1.7721 -0.3587
H -1.2891 -1.4732 2.9391
H -1.5068 2.9061 -3.5882
H -0.6304 0.1184 -5.1979
H 0.8128 -1.1979 -6.6296
H 2.5762 -4.3339 1.9052
H 3.2061 3.0777 3.4984
H -1.0803 6.6639 -0.4909
H -0.7609 5.1998 1.4581
H -1.9827 -5.3438 -3.2336
H -0.9299 -3.6125 -4.5067
H 1.9892 -0.6946 -3.9346
H -4.4031 -1.6967 -5.7998
H 1.1001 0.7257 -3.4966
H -3.2029 -4.1109 -3.3745
H 0.8776 -2.4609 -5.4202
H 0.2685 -5.1774 1.8190
H -1.6219 5.0456 -4.4201
H -2.9796 -2.6201 -5.4760
H 3.0324 -2.9485 0.9822
H -3.9356 -1.1329 -3.3819
H 6.0574 1.6926 1.5952
H -2.4269 0.9322 -5.0645
H -1.4013 7.0215 -2.8170
H -3.1307 1.3167 -3.4065
H 2.4814 1.5786 4.0046
H 4.5996 0.4033 3.0437
H -2.8267 -1.0798 -6.1654
H -0.7215 -0.3482 7.4348
H 1.6792 0.5487 -5.1552
H 0.6019 -4.9603 -3.2245
H 5.1051 1.6585 3.9762
H -0.7062 -2.0019 -6.1764
H -0.3772 -2.4427 -0.3961
H 0.0616 1.6972 8.7414
H 0.5944 3.8414 7.5960
H 1.1463 -4.1612 3.7152
H 1.0072 -3.3031 -3.1035
H 1.2711 2.1324 2.1969
H 0.4898 -2.6087 4.3570
H -2.2263 -4.3188 -1.8420
H 2.1628 -0.7203 1.7093
*
```

Orbital gap, eV: 7.699
M, g/mol: 892.6
Energy relative to the best compared isomer or geometry (same formula, charge and spin), eV: 0.8239
HOMO energy, eV: -7.86
Maximum force, eV/Å: 3.51

=====

Record 5
Entry from the Open Molecules 2025 dataset: a gas-phase ion, CH8NOSi (charge +1) at a distorted geometry (ωB97M-V with the def2-TZVPD basis set).

```
! wB97M-V def2-TZVPD RIJCOSX def2/J DEFGRID3
* xyz 1 1
Si -1.9462 -0.0894 -0.3180
O -0.4603 -0.8372 0.0121
N 1.5085 0.3319 -0.3651
C 0.6039 -0.3489 0.6557
H 0.8520 0.9359 -0.8383
H 2.2713 0.8889 0.0257
H 2.1686 -0.1920 -0.9271
H 1.1615 -1.2822 1.1222
H -1.5158 1.3330 0.1641
H -2.8203 -0.5602 0.8074
H 0.4576 0.4293 1.3862
H -2.2809 -0.6091 -1.7249
*
```

Structure (SMILES): [NH3+]CO[SiH3]
Orbital gap, eV: 11.332
M, g/mol: 78.2
Energy relative to the best compared isomer or geometry (same formula, charge and spin), eV: 0.0233
HOMO energy, eV: -15.18
Maximum force, eV/Å: 3.77